Record 1
A 2-piece molecular cluster, C16H9F3N3O5S2 overall. Source: the Open Molecules 2025 dataset; level of theory: ωB97M-V/def2-TZVPD.

Output
Energy relative to the best compared isomer or geometry (same formula, charge and spin): 1.8646 eV
Orbital gap: 5.608 eV
LUMO: 1.7394 eV
Calculated total energy: -61264.6803 eV
Total charge: -1

Last column: natural (NBO) charge in e.
CARTESIAN COORDINATES (ANGSTROEM)
1 C -2.20811 0.48980 1.17554  -0.5653
2 C -2.80100 1.72650 1.13875  0.2883
3 N -3.37604 2.75257 1.01363  -0.4512
4 C -1.05069 0.26110 0.33416  0.0569
5 C -0.58422 -1.05591 0.05906  -0.2854
6 C 0.68321 -1.33053 -0.42376  -0.1603
7 C 1.41952 -0.29220 -0.99712  -0.0899
8 N 2.46986 -0.64888 -1.90360  0.5087
9 O 2.94430 0.21686 -2.68685  -0.4496
10 O 2.80443 -1.85552 -1.96227  -0.4533
11 C 0.83678 0.98933 -1.12646  -0.1700
12 C -0.33620 1.27361 -0.42997  -0.2624
13 H -2.85807 -0.35172 1.42576  0.2207
14 H -1.29812 -1.84574 0.28336  0.2002
15 H 1.13066 -2.31745 -0.36371  0.2341
16 H 1.36471 1.72772 -1.74290  0.2387
17 H -0.76700 2.27421 -0.52106  0.2231
18 F -3.47834 0.53221 8.58678  -0.3282
19 C -3.58412 -0.25752 7.46774  0.8272
20 F -2.54606 -1.12916 7.42533  -0.3180
21 F -4.71371 -0.99397 7.58510  -0.3177
22 S -3.67966 0.88965 6.02057  0.4467
23 N -3.48459 -0.19794 4.69078  -0.8569
24 C -2.28545 -0.12856 3.95254  0.6798
25 O -1.46080 0.77693 4.05995  -0.5082
26 C -2.33178 -1.38479 3.15973  -0.1250
27 C -3.59879 -1.94533 3.02005  -0.3203
28 C -3.72290 -3.28970 2.62116  -0.1867
29 C -2.55801 -4.06911 2.47303  -0.2223
30 C -1.29864 -3.51078 2.72371  -0.1813
31 C -1.20823 -2.10707 2.77878  -0.1543
32 S -4.81335 -0.85906 3.76873  2.2819
33 O -5.65648 -1.56923 4.68857  -0.8970
34 O -5.34422 0.13878 2.87320  -0.8596
35 H -4.70848 -3.76148 2.58354  0.2341
36 H -2.62991 -5.13685 2.18148  0.2250
37 H -0.40194 -4.11957 2.95376  0.2287
38 H -0.32828 -1.53233 2.47467  0.2687

Atomic forces in eV per Å
1.7 -1.5 -2.1
-2.2 3.4 -0.6
1.4 -2.0 0.6
-0.8 0.6 -0.3
0.1 -0.5 0.6
-0.6 0.1 0.3
-0.1 0.4 -0.9
0.7 -0.4 -1.2
-0.6 -1.3 1.5
0.0 1.6 0.1
-0.4 0.1 0.9
0.4 0.1 0.0
0.4 0.6 -0.6
0.5 -0.2 0.2
-0.4 0.0 -0.4
-0.5 -0.3 0.3
0.1 -0.3 0.2
0.0 -0.8 -1.2
-0.3 -0.3 -0.1
-0.8 0.9 0.1
0.8 0.4 0.2
0.0 -0.6 -0.5
-0.8 1.4 1.6
1.5 2.1 -0.2
-1.6 -2.6 0.1
0.3 -0.4 -0.6
0.1 -1.2 0.5
-0.2 0.4 0.2
-0.2 -0.3 0.4
-0.1 0.5 -0.4
0.4 -0.1 0.4
0.7 -0.2 0.2
0.1 0.3 -0.5
0.4 -1.0 0.8
0.3 0.2 -0.3
-0.1 0.8 0.6
-0.6 0.3 -1.1
0.2 -0.4 1.1


Record 2
A 3-piece molecular cluster, C16H9F3NO6S3 overall. Source: the Open Molecules 2025 dataset; level of theory: ωB97M-V/def2-TZVPD.

Output
Energy relative to the best compared isomer or geometry (same formula, charge and spin): 0.8936 eV
Orbital gap: 3.150 eV
LUMO: -1.2236 eV
Calculated total energy: -71163.3078 eV
Total charge: -1

Last column: natural (NBO) charge in e.
CARTESIAN COORDINATES (ANGSTROEM)
1 F -5.59503 -2.08878 1.93442  -0.2998
2 C -4.40008 -1.59101 1.61398  0.7038
3 F -3.59481 -1.44381 2.65458  -0.2300
4 S -3.61486 -2.67139 -0.49698  0.1578
5 N -0.84765 -0.58959 3.11059  -0.7046
6 C 0.15873 -0.52227 4.00691  0.6343
7 O 0.35626 -1.05886 5.08359  -0.6388
8 C 1.02617 0.58949 3.47706  -0.1026
9 C 0.53973 1.05753 2.25885  -0.1383
10 C 0.99832 2.32141 1.85584  -0.1883
11 C 1.82476 3.05820 2.74560  -0.2356
12 C 2.21677 2.59996 4.03322  -0.2255
13 C 1.74327 1.32791 4.42747  -0.2032
14 C -0.64567 0.15913 1.92193  0.6734
15 O -1.32156 0.12009 0.90973  -0.6659
16 H -4.51886 -0.70196 1.01772  0.1646
17 H 0.69088 2.73062 0.88808  0.2178
18 H 2.11571 4.04509 2.39815  0.1994
19 H 2.87864 3.21492 4.67734  0.2047
20 H 1.86963 0.91066 5.44822  0.2348
21 F -2.68260 -0.49371 -1.34920  -0.2787
22 C -2.47814 -1.64577 -0.77806  0.1679
23 S -1.37554 0.90079 -3.26295  1.6643
24 O -2.25801 0.21118 -4.19012  -0.9570
25 O -1.15416 2.32325 -3.47004  -0.9575
26 C 0.30045 0.05321 -3.33167  -0.1595
27 C 0.61292 -1.04317 -2.53684  -0.2371
28 C 1.82577 -1.65814 -2.80474  -0.1997
29 C 2.69325 -1.13386 -3.77853  -0.2143
30 C 2.38669 0.03010 -4.48988  -0.1991
31 C 1.16429 0.64122 -4.24044  -0.2365
32 S -0.40188 -2.08350 -1.24852  1.9457
33 O 0.62556 -2.33928 -0.24397  -0.8637
34 O -0.87117 -3.14573 -2.12478  -0.9334
35 H 2.13395 -2.52436 -2.22584  0.2364
36 H 3.65045 -1.62491 -3.94434  0.2128
37 H 3.05974 0.49707 -5.20691  0.2131
38 H 0.88804 1.56825 -4.73948  0.2384

Atomic forces in eV per Å
1.3 -0.4 -0.1
-0.4 1.5 1.0
-1.2 -1.2 -2.0
-1.6 -2.2 2.4
-1.7 -1.2 -2.0
0.1 1.3 -1.7
-0.5 -0.4 -0.1
0.2 1.0 2.1
1.2 1.1 0.4
-0.1 -0.5 0.3
0.0 -0.3 0.0
-0.4 -0.2 -0.9
0.6 0.3 -0.8
1.0 -1.2 3.7
-0.3 0.0 -0.6
0.4 0.3 -0.2
0.1 0.1 0.4
0.2 0.0 0.2
-0.7 -0.4 -0.5
0.0 0.3 -0.9
-0.2 0.0 1.3
3.9 2.9 -2.2
-0.5 -0.5 2.4
0.1 -0.4 -1.1
0.6 0.5 -0.7
-1.0 0.3 0.3
-0.4 0.9 -0.7
0.7 -0.1 0.1
0.0 0.1 0.1
-0.3 -0.2 0.4
0.4 -0.5 0.0
0.4 -0.2 -1.0
-1.9 0.2 -0.6
0.3 -0.2 0.5
0.0 0.1 -0.1
-0.2 0.0 0.1
0.1 -0.3 0.2
-0.2 -0.2 0.1


Record 3
C17H10AuINO4 as an isolated structure. Source: the Open Molecules 2025 dataset; level of theory: ωB97M-V/def2-TZVPD.

Output
Energy relative to the best compared isomer or geometry (same formula, charge and spin): 0.6953 eV
Orbital gap: 6.314 eV
LUMO: -5.4668 eV
Calculated total energy: -39257.3068 eV
Total charge: +1

Last column: natural (NBO) charge in e.
CARTESIAN COORDINATES (ANGSTROEM)
1 Au 0.07915 -0.10589 0.10696  1.2228
2 O -1.48684 2.54967 3.62611  -0.6489
3 C -0.91292 1.77502 2.71359  0.7714
4 O -1.23785 0.63431 2.49261  -0.5939
5 C 0.21357 2.45831 2.00734  0.0646
6 C 0.73288 3.66207 2.43113  -0.1704
7 C 1.83604 4.19062 1.75998  -0.1308
8 C 2.39064 3.49167 0.70953  -0.1681
9 C 1.80718 2.28701 0.33961  0.1173
10 N 0.73719 1.80489 0.95671  -0.5028
11 C 2.39245 1.40727 -0.73765  0.7308
12 O 3.37281 1.76247 -1.33014  -0.5253
13 O 1.76674 0.26288 -0.94456  -0.7317
14 H -2.18991 2.05200 4.07168  0.5187
15 H 0.29494 4.16769 3.27853  0.2600
16 H 2.26662 5.12888 2.08200  0.2479
17 H 3.25771 3.83598 0.16418  0.2719
18 I -2.58640 -0.15976 -0.47861  0.3856
19 C -2.50434 -2.22446 -0.21961  -0.1698
20 C -3.65117 -2.94967 -0.15157  -0.2048
21 C -3.55442 -4.35705 -0.04879  -0.1943
22 C -2.33271 -4.96160 -0.04900  -0.1474
23 C -1.13515 -4.20478 -0.12064  -0.0704
24 C 0.14281 -4.82117 -0.11142  -0.1419
25 C 1.28556 -4.08272 -0.16329  -0.1907
26 C 1.21811 -2.66745 -0.21881  -0.2345
27 C -0.00062 -2.06984 -0.19559  -0.1515
28 C -1.22018 -2.79247 -0.18460  -0.0572
29 H -4.62112 -2.47221 -0.17896  0.2373
30 H -4.45846 -4.94560 0.02072  0.2397
31 H -2.25528 -6.03959 0.01283  0.2340
32 H 0.19168 -5.90182 -0.06763  0.2320
33 H 2.25422 -4.56288 -0.15944  0.2394
34 H 2.12734 -2.08161 -0.28030  0.2610

Atomic forces in eV per Å
-0.6 0.7 0.4
0.0 0.1 0.0
-0.1 -0.1 0.1
0.0 0.0 0.0
0.1 0.1 -0.2
0.1 0.1 0.0
-0.1 0.0 0.1
0.0 -0.1 -0.1
-0.1 0.0 0.1
-0.5 0.1 0.1
0.0 0.1 -0.1
0.0 -0.1 -0.1
0.7 -0.4 0.0
0.0 -0.1 0.0
0.0 0.0 0.0
0.0 0.0 0.0
0.0 0.0 0.0
0.3 0.0 0.3
-0.1 0.0 -0.1
-0.1 -0.2 0.0
0.0 0.1 0.0
0.1 0.0 0.0
0.0 -0.1 0.0
-0.1 0.0 0.0
0.1 0.2 0.1
0.1 -0.3 -0.1
-0.1 0.2 -0.4
0.2 -0.1 -0.1
0.0 0.0 0.0
0.0 0.0 0.0
0.0 0.0 0.0
0.0 0.0 0.0
0.0 0.0 0.0
0.0 0.0 -0.1


Record 4
A 11-piece molecular cluster, C17H10BCl40N2O4 overall. Source: the Open Molecules 2025 dataset; level of theory: ωB97M-V/def2-TZVPD.

Output
Orbital gap: 7.606 eV
LUMO: -4.6910 eV
Calculated total energy: -530528.6927 eV
Total charge: +1

Last column: Löwdin charge in e.
CARTESIAN COORDINATES (ANGSTROEM)
1 C -3.76216 0.31927 0.13527  -0.0256
2 O -2.40728 0.05341 0.51284  0.0362
3 B -1.86281 -1.08312 0.01565  -0.8770
4 O -2.50395 -2.28087 0.03634  0.2084
5 O -0.58789 -1.06826 -0.59642  0.1665
6 C -0.09441 0.11484 -1.01404  -0.4429
7 O 0.49249 0.89778 -0.32469  0.1285
8 C -0.33282 0.41519 -2.47027  0.0019
9 C -1.57711 0.20695 -3.03181  0.0686
10 C -1.81044 0.52476 -4.34722  -0.0082
11 N -0.80915 1.02643 -5.06361  0.1136
12 C 0.41584 1.24435 -4.57537  -0.0650
13 C 0.70930 0.94932 -3.25186  -0.2975
14 N 1.96198 1.20099 -2.75088  0.1513
15 H -4.43123 0.12629 0.97002  0.1049
16 H -3.83765 1.36982 -0.13511  0.0997
17 H -4.09134 -0.28910 -0.70808  0.0887
18 H -2.48336 -2.73421 -0.81544  0.0697
19 H -2.37503 -0.20682 -2.43487  0.1292
20 H -2.76909 0.39545 -4.82093  0.1491
21 H -0.97807 1.26067 -6.03332  0.1900
22 H 1.15645 1.64481 -5.25000  0.1465
23 H 2.67244 1.21333 -3.47196  0.1220
24 H 2.26300 0.52975 -2.05619  0.0594
25 C -4.08126 -5.88248 -1.28386  -2.0302
26 Cl -3.12632 -4.96253 -2.48576  0.5027
27 Cl -3.16103 -6.02210 0.20744  0.5565
28 Cl -5.58642 -5.00274 -0.97548  0.5154
29 Cl -4.41251 -7.47479 -1.92172  0.5264
30 C 2.25903 -3.70961 -1.08643  -2.0348
31 Cl 2.69476 -1.98441 -1.23033  0.5510
32 Cl 0.63485 -3.96604 -1.72879  0.5245
33 Cl 3.41480 -4.66660 -2.00050  0.5606
34 Cl 2.29791 -4.16659 0.60717  0.5711
35 C -0.40983 0.72958 4.03849  -2.0229
36 Cl -1.50018 -0.49476 4.69554  0.5432
37 Cl 1.08053 0.77866 4.97101  0.5168
38 Cl -0.01135 0.33584 2.36035  0.6253
39 Cl -1.19891 2.30849 4.08800  0.5391
40 C -8.83692 -8.68517 -0.40785  -2.0595
41 Cl -7.84434 -7.31603 -0.92847  0.4723
42 Cl -7.80266 -10.10215 -0.20740  0.5250
43 Cl -9.61182 -8.29707 1.12736  0.5323
44 Cl -10.06736 -9.01885 -1.62598  0.5318
45 C 0.58706 5.50804 -2.76321  -2.0149
46 Cl 0.47341 3.86008 -3.45679  0.6002
47 Cl 0.66159 5.36882 -1.01580  0.5681
48 Cl 2.03522 6.28804 -3.37861  0.5648
49 Cl -0.84479 6.41802 -3.23423  0.5109
50 C 5.01814 1.82567 3.76001  -2.0316
51 Cl 5.53025 3.27659 2.90446  0.5078
52 Cl 6.36256 0.67890 3.86949  0.5068
53 Cl 4.49987 2.24607 5.39317  0.5176
54 Cl 3.67698 1.07947 2.88663  0.5007
55 C 5.47914 6.44759 5.97457  -2.0522
56 Cl 6.05288 7.90016 5.15214  0.5291
57 Cl 6.76675 5.23932 5.99882  0.4963
58 Cl 5.01351 6.84738 7.62765  0.5366
59 Cl 4.08069 5.79723 5.11018  0.4982
60 C -0.21216 -9.22889 -1.36171  -2.0527
61 Cl 0.22036 -7.51225 -1.48756  0.4783
62 Cl -1.82066 -9.48977 -2.04764  0.5043
63 Cl 0.96631 -10.18387 -2.25441  0.5388
64 Cl -0.20413 -9.71454 0.33178  0.5378
65 C 9.88589 3.95183 3.72216  -2.0526
66 Cl 11.21187 3.45282 2.67043  0.5342
67 Cl 10.52854 4.48988 5.27469  0.5300
68 Cl 8.99958 5.27978 2.96275  0.5082
69 Cl 8.78682 2.59229 3.97635  0.4749
70 C -4.29227 7.87467 -0.26659  -2.0571
71 Cl -2.95072 7.38371 -1.31746  0.4621
72 Cl -3.64488 8.60012 1.20159  0.5373
73 Cl -5.30459 9.04095 -1.11385  0.5372
74 Cl -5.25191 6.45021 0.15015  0.5165

Atomic forces in eV per Å
-0.3 0.1 0.4
0.1 0.1 -0.9
0.0 -0.5 0.5
-0.5 0.3 -0.5
-0.3 0.7 -0.2
0.2 0.4 0.6
0.0 -0.4 -0.5
0.1 -0.2 0.0
0.1 -0.1 0.2
-0.4 0.0 0.2
0.2 0.1 -0.2
0.1 -0.2 -0.1
0.3 -0.2 0.3
0.2 -0.8 -0.5
0.0 0.0 0.1
0.1 0.1 0.0
0.1 -0.1 0.0
0.3 -0.5 0.3
-0.1 0.0 0.0
0.0 0.0 -0.2
0.0 0.0 -0.1
0.0 0.0 -0.1
0.0 0.4 0.0
-0.2 0.3 0.4
0.0 0.1 0.1
0.1 0.0 0.0
0.1 0.1 0.0
0.2 0.0 0.0
-0.3 0.1 -0.1
0.0 -0.1 0.1
0.0 0.0 0.0
-0.1 0.0 -0.1
0.0 0.0 0.0
0.0 0.0 0.0
0.0 -0.1 0.0
0.0 0.0 0.0
-0.1 0.0 0.2
0.1 0.1 0.3
0.0 0.0 0.0
0.0 0.0 0.0
-0.1 -0.1 0.0
0.0 0.0 0.0
0.0 0.0 0.0
0.0 0.0 0.0
0.0 0.0 0.1
-0.1 0.5 0.0
0.0 0.0 0.0
0.0 0.0 0.0
0.2 -0.1 -0.3
0.0 0.0 0.0
0.0 0.0 0.0
-0.2 -0.2 -0.1
0.0 0.0 0.0
0.1 0.0 -0.1
0.0 0.0 0.0
0.0 0.0 0.0
0.0 0.0 0.0
0.0 0.0 0.0
0.0 0.1 0.0
0.0 0.0 0.0
-0.1 0.0 0.0
0.2 0.0 0.0
0.1 -0.1 -0.1
0.0 0.0 0.0
0.0 0.0 0.0
0.0 0.0 0.0
0.0 0.0 0.0
0.0 0.0 0.0
0.2 0.2 0.0
0.0 0.0 0.0
-0.2 0.1 0.2
0.0 0.0 0.0
0.0 0.0 0.0
0.0 0.0 0.0